Entry 1:
Computed, not measured: 2 unconnected molecules or ions with the total composition C4H12 in a non-equilibrium geometry, with ωB97M-V with the def2-TZVPD basis set.

Structure (XYZ):
```
16
Properties=species:S:1:pos:R:3:lowdin_charge:R:1
C -2.127 -0.096 0.453 -0.176
C -2.203 0.140 1.975 -0.158
H -1.167 -0.385 0.023 0.040
H -2.932 -0.761 0.147 0.060
H -2.302 0.846 -0.078 0.059
H -1.399 0.782 2.284 0.055
H -2.248 -0.839 2.461 0.059
H -3.229 0.452 2.178 0.061
C 2.246 -0.467 -1.789 -0.175
C 2.143 0.427 -0.557 -0.168
H 1.493 -1.253 -1.736 0.058
H 1.894 0.061 -2.690 0.061
H 3.255 -0.788 -2.023 0.059
H 2.850 0.026 0.184 0.063
H 1.140 0.440 -0.150 0.040
H 2.587 1.415 -0.681 0.061
```

lowest unoccupied orbital energy: 1.091 eV
DFT total energy: -4342.0628 eV
SMILES string: CC.CC
ΔE to the lowest compared entry with this formula, charge and spin: 44.9 kJ/mol
Kohn-Sham gap: 12.490 eV

Entry 2:
Computed, not measured: 10 unconnected molecules or ions with the total composition C18H54NO12 in a non-equilibrium geometry, with ωB97M-V with the def2-TZVPD basis set.

Structure (XYZ):
```
85
Properties=species:S:1:pos:R:3:lowdin_charge:R:1
N 0.433 0.423 -0.221 -0.493
O -0.577 0.105 0.349 0.018
O 1.528 -0.108 0.291 -0.033
O 0.551 1.246 -1.129 -0.015
C -3.176 4.289 0.243 -0.091
C -2.246 3.189 -0.245 -0.343
O -1.729 2.595 0.917 -0.131
H -3.952 4.715 -0.634 0.141
H -2.643 4.991 0.722 0.009
H -3.862 4.077 1.069 0.062
H -1.526 3.695 -0.767 0.075
H -2.867 2.419 -0.717 0.102
H -1.228 1.730 0.569 0.084
C -3.373 -1.399 3.975 -0.052
C -1.933 -1.333 3.400 -0.218
O -2.018 -1.953 2.099 -0.157
H -3.241 -1.071 4.957 0.045
H -3.796 -2.582 4.000 0.164
H -3.865 -0.796 3.435 -0.036
H -1.022 -1.993 4.009 0.158
H -1.535 -0.349 3.605 0.112
H -1.697 -1.224 1.631 0.041
C 2.429 5.102 1.175 -0.065
C 1.559 3.948 0.836 -0.288
O 1.481 3.786 -0.603 -0.032
H 2.391 5.489 2.190 0.073
H 2.078 5.952 0.628 0.068
H 3.437 4.757 0.891 0.081
H 0.683 3.951 1.248 0.037
H 1.770 2.973 1.227 0.117
H 1.097 3.037 -0.828 -0.059
C 1.053 -4.108 3.199 -0.069
C 1.161 -3.137 2.031 -0.401
O 1.469 -1.899 2.579 0.005
H 0.811 -5.045 2.895 0.012
H 0.217 -3.565 3.839 0.114
H 1.993 -4.190 3.665 0.062
H 0.280 -3.235 1.531 -0.066
H 2.014 -3.555 1.401 0.138
H 1.390 -1.311 1.926 -0.032
C -4.972 -0.620 -0.953 -0.116
C -4.488 -0.132 0.337 -0.305
O -5.551 0.399 1.136 -0.075
H -5.644 -1.458 -0.853 0.068
H -4.310 -1.018 -1.587 0.018
H -5.682 0.079 -1.650 0.135
H -3.498 0.540 0.307 0.139
H -4.421 -1.129 1.049 0.153
H -5.098 0.757 1.831 0.013
C -0.367 -4.871 0.863 -0.086
C -0.929 -3.527 0.602 -0.402
O -2.348 -3.505 0.459 -0.108
H -0.651 -5.752 -0.039 0.165
H -0.867 -5.030 1.791 0.064
H 0.810 -4.852 1.093 0.097
H -0.613 -2.967 -0.185 0.094
H -0.659 -2.608 1.349 0.135
H -2.652 -2.921 1.236 0.044
C 5.379 2.256 -2.446 -0.103
C 3.977 2.291 -1.917 -0.332
O 3.661 1.051 -1.357 -0.112
H 5.462 2.860 -3.306 0.045
H 5.758 1.377 -3.071 0.096
H 6.056 2.341 -1.576 0.087
H 3.125 2.473 -2.635 0.131
H 4.032 3.133 -1.133 0.119
H 2.707 0.858 -1.203 0.062
C -1.824 1.719 -5.178 -0.116
C -1.326 1.544 -3.786 -0.339
O 0.115 1.510 -3.847 -0.076
H -2.906 1.894 -5.493 0.086
H -1.663 0.700 -5.622 0.078
H -1.191 2.507 -5.676 0.089
H -1.659 0.584 -3.208 0.143
H -1.638 2.360 -3.165 0.080
H 0.386 1.362 -2.978 -0.014
C 4.508 -3.666 -1.285 -0.061
C 4.168 -2.261 -0.946 -0.348
O 5.200 -1.477 -1.493 -0.113
H 5.517 -3.967 -0.994 0.074
H 4.614 -3.727 -2.236 -0.008
H 3.885 -4.540 -0.749 0.123
H 3.976 -1.912 -0.013 0.078
H 3.352 -1.743 -1.232 0.066
H 4.733 -0.558 -1.595 0.093
```

lowest unoccupied orbital energy: 2.591 eV
DFT total energy: -45585.4665 eV
ΔE to the lowest compared entry with this formula, charge and spin: 1357.0 kJ/mol
net charge: -1
Kohn-Sham gap: 8.656 eV

Entry 3:
Computed, not measured: 2 unconnected molecules or ions with the total composition C7H12N2 in a non-equilibrium geometry, with ωB97M-V with the def2-TZVPD basis set.

Structure (XYZ):
```
21
Properties=species:S:1:pos:R:3:lowdin_charge:R:1
C -0.934 0.854 1.879 -0.320
C -2.474 -1.425 1.122 -0.031
C 0.689 -0.995 -0.938 -0.055
C 1.929 0.812 0.280 -0.048
C -0.231 1.341 -0.885 -0.050
C -0.147 -0.044 1.194 -0.091
C 0.533 0.277 -0.100 -0.624
N -1.602 1.604 2.454 0.151
N -3.234 -0.982 0.298 0.079
H -2.369 -2.140 1.915 0.061
H 1.250 -0.781 -1.845 0.084
H -0.288 -1.384 -1.215 0.076
H 1.222 -1.763 -0.380 0.082
H 1.836 1.686 0.919 0.087
H 2.495 0.052 0.816 0.083
H 2.480 1.091 -0.616 0.085
H -1.215 0.973 -1.164 0.081
H -0.360 2.238 -0.282 0.082
H 0.315 1.610 -1.788 0.085
H 0.262 -0.866 1.766 0.112
H -4.205 -1.226 0.124 0.071
```

lowest unoccupied orbital energy (alpha / beta): 0.367 / -0.373 eV
DFT total energy: -10429.8152 eV
ΔE to the lowest compared entry with this formula, charge and spin: 353.3 kJ/mol
Kohn-Sham gap (alpha / beta): 8.582 / 7.375 eV

Entry 4:
Computed, not measured: a molecular structure, C31H30FeIN9S in a non-equilibrium geometry, with ωB97M-V with the def2-TZVPD basis set.

Structure (XYZ):
```
73
Properties=species:S:1:pos:R:3:lowdin_charge:R:1
Fe 0.966 0.490 -0.590 0.251
C -3.826 2.355 1.729 -0.120
C -3.925 2.346 0.343 -0.104
C -2.787 2.252 -0.444 -0.050
C -1.512 2.183 0.132 -0.282
C -1.425 2.193 1.528 -0.017
C -2.566 2.277 2.312 -0.093
N -0.372 2.008 -0.653 -0.007
C -0.189 2.700 -1.779 -0.237
C -0.799 3.947 -2.126 -0.022
C -0.487 4.564 -3.302 -0.082
C 0.431 4.009 -4.234 -0.101
C 1.029 2.817 -3.951 -0.025
C 0.726 2.162 -2.742 -0.198
N 1.220 0.938 -2.365 -0.073
N 1.914 0.220 -3.155 0.122
C 2.300 -0.960 -2.502 -0.298
C 2.967 -1.948 -3.218 -0.010
C 3.294 -3.127 -2.578 -0.072
C 2.959 -3.293 -1.240 -0.066
C 2.303 -2.260 -0.596 -0.112
N 1.975 -1.126 -1.207 0.043
H -4.714 2.435 2.343 0.096
H -4.898 2.408 -0.131 0.101
H -2.873 2.224 -1.524 0.119
H -0.448 2.157 1.989 0.096
H -2.467 2.297 3.391 0.102
H -1.484 4.417 -1.433 0.110
H -0.945 5.521 -3.523 0.102
H 0.665 4.538 -5.147 0.094
H 1.742 2.358 -4.623 0.106
H 3.204 -1.765 -4.257 0.114
H 3.816 -3.911 -3.112 0.111
H 3.213 -4.196 -0.702 0.104
H 2.027 -2.332 0.449 0.107
S 2.521 2.051 0.321 0.742
C 1.945 1.236 1.730 -0.754
C 2.249 1.513 3.073 -0.089
C 1.773 0.666 4.051 -0.073
C 1.005 -0.448 3.697 -0.074
C 0.716 -0.632 2.362 -0.150
N 1.147 0.200 1.415 -0.050
H 2.856 2.376 3.311 0.107
H 2.004 0.859 5.092 0.106
H 0.642 -1.145 4.438 0.098
H 0.107 -1.464 2.022 0.099
I 7.021 -3.790 0.414 0.819
C 6.005 -2.007 0.223 -0.797
C 5.480 -1.234 1.234 -0.161
N 4.869 -0.200 0.622 -0.026
N 4.951 -0.261 -0.702 0.050
C 5.647 -1.350 -0.972 -0.231
H 5.500 -1.349 2.304 0.112
H 4.355 0.585 1.007 0.061
H 5.846 -1.643 -1.989 0.101
N -0.706 -0.651 -0.543 0.207
C -1.750 -0.817 -0.075 -0.195
N -2.945 -0.993 0.431 -0.068
C -4.108 -1.193 -0.438 -0.137
C -4.624 -2.618 -0.289 -0.175
C -4.896 -2.937 1.181 -0.198
C -3.650 -2.701 2.035 -0.174
C -3.143 -1.277 1.854 -0.136
H -3.820 -0.963 -1.462 0.132
H -4.873 -0.472 -0.134 0.121
H -3.875 -3.310 -0.685 0.119
H -5.529 -2.741 -0.887 0.114
H -5.242 -3.966 1.288 0.110
H -5.704 -2.292 1.544 0.116
H -2.863 -3.404 1.744 0.118
H -3.869 -2.876 3.090 0.114
H -2.205 -1.097 2.376 0.112
H -3.871 -0.554 2.232 0.121
```

lowest unoccupied orbital energy (alpha / beta): -0.413 / -0.414 eV
DFT total energy: -99368.4018 eV
ΔE to the lowest compared entry with this formula, charge and spin: 56.0 kJ/mol
Kohn-Sham gap (alpha / beta): 6.095 / 6.094 eV

Entry 5:
Computed, not measured: a gas-phase ion, C4H9ClNO2 (charge +1) in a non-equilibrium geometry, with ωB97M-V with the def2-TZVPD basis set.

Structure (XYZ):
```
17
Properties=species:S:1:pos:R:3:lowdin_charge:R:1
C -1.231 0.458 -0.810 -0.105
C 0.075 -1.556 0.045 0.067
C -0.211 1.529 -0.298 -0.103
C 1.492 0.069 0.359 -0.846
N -1.231 -0.791 0.002 -0.013
O 1.187 1.178 -0.276 -0.092
O 1.447 0.201 1.653 0.028
Cl 3.117 -0.418 -0.355 0.693
H -2.269 0.954 -0.814 0.168
H -1.015 0.126 -1.894 0.168
H 0.202 -2.026 -0.864 0.067
H 0.479 -2.086 0.889 0.097
H -0.196 2.364 -0.892 0.108
H -0.577 1.778 0.781 0.169
H -1.759 -0.579 0.925 0.226
H -1.921 -1.414 -0.474 0.183
H 2.410 0.211 2.024 0.185
```

lowest unoccupied orbital energy: -3.548 eV
DFT total energy: -22391.3974 eV
ΔE to the lowest compared entry with this formula, charge and spin: 135.7 kJ/mol
net charge: +1
Kohn-Sham gap: 10.165 eV

Entry 6:
Computed, not measured: a gas-phase ion, C9H18N2 (charge +2) in a non-equilibrium geometry, with ωB97M-V with the def2-TZVPD basis set.

Structure (XYZ):
```
29
Properties=species:S:1:pos:R:3:lowdin_charge:R:1
C 0.714 -0.796 -0.034 0.177
C 0.788 2.619 -0.186 -0.122
C -0.199 1.635 -0.816 -0.117
C -0.214 -3.345 -2.024 -0.065
C 1.036 -2.947 -1.229 -0.053
C -0.845 -2.033 -1.539 -0.066
C 0.319 2.644 1.258 -0.079
C -0.389 0.580 0.265 -0.106
C -0.942 1.022 2.663 0.035
N 0.359 -1.740 -0.789 -0.059
N 0.020 1.204 1.557 -0.126
H 1.693 -0.753 0.418 0.154
H 1.812 2.254 -0.262 0.130
H 0.749 3.600 -0.650 0.142
H -1.154 2.131 -1.006 0.143
H 0.158 1.232 -1.761 0.132
H -0.075 -3.421 -3.098 0.130
H -0.705 -4.244 -1.665 0.130
H 1.314 -3.607 -0.406 0.154
H 1.934 -2.740 -1.817 0.155
H -1.050 -1.293 -2.316 0.151
H -1.736 -2.133 -0.915 0.151
H 1.053 3.040 1.958 0.155
H -0.606 3.218 1.355 0.153
H -1.385 0.149 0.328 0.148
H -1.144 -0.036 2.829 0.118
H -0.531 1.445 3.580 0.126
H -1.877 1.535 2.439 0.125
H 0.901 0.779 1.863 0.182
```

lowest unoccupied orbital energy: -8.178 eV
DFT total energy: -12587.1754 eV
SMILES string: C[N@@H+]1CCC[C@H]1C=[N+]1CCC1
ΔE to the lowest compared entry with this formula, charge and spin: 0.0 kJ/mol
net charge: +2
Kohn-Sham gap: 10.990 eV